1.
Here is the molecule C4H4O3 at a distorted geometry from the OMol25 dataset. Energies are from the ωB97M-V functional and the def2-TZVPD basis.

Computed properties:
Gap between HOMO and LUMO (eV): 8.7
LUMO level (eV): -0.9
Charge: 0
Energy above the lowest of the compared OMol25 structures with the same formula, charge and spin (kcal/mol): 40.3
SMILES: CC(=O)C(=O)C=O

The geometry in XYZ format:
```
11
Properties=species:S:1:pos:R:3:lowdin_charge:R:1
C 0.83818 -0.00974 1.38511 0.003
C 0.38614 0.57632 0.06590 -0.396
O 1.13670 1.16741 -0.67915 0.115
C -1.03886 0.49580 -0.54471 -0.255
O -1.87493 1.35559 -0.44987 0.142
C -0.91091 -0.76220 -1.45765 -0.106
O 0.00666 -1.46718 -1.10315 0.084
H 0.68528 0.77507 2.13332 0.092
H 1.91160 -0.21102 1.29485 0.095
H 0.33978 -0.92513 1.73471 0.089
H -1.47964 -0.99493 -2.37938 0.138
```



2.
Here is a cluster of 14 separate species, H28O14 in total at a distorted geometry from the OMol25 dataset. Energies are from the ωB97M-V functional and the def2-TZVPD basis.

Computed properties:
Gap between HOMO and LUMO (eV): 10.0
LUMO level (eV): -0.2
Charge: 0
Energy above the lowest of the compared OMol25 structures with the same formula, charge and spin (kcal/mol): 87.1

The geometry in XYZ format:
```
42
Properties=species:S:1:pos:R:3:lowdin_charge:R:1
O 0.27171 -2.53195 2.30093 -0.029
H 0.50340 -1.63164 2.13570 -0.010
H -0.09772 -3.06221 1.61390 0.002
O -2.73652 3.61340 -1.89639 -0.076
H -1.83770 3.95733 -1.75050 0.026
H -2.62840 3.02668 -2.65380 0.011
O -2.39528 -3.34913 -2.05315 -0.032
H -2.30834 -2.60588 -2.63984 0.029
H -2.57187 -3.05639 -1.17094 0.033
O 0.15715 -0.45077 -1.91048 -0.076
H 0.49439 0.05597 -1.12786 0.052
H -0.79896 -0.34222 -2.03056 0.051
O 3.25868 1.29684 1.55945 -0.047
H 3.18652 0.37653 1.73242 -0.024
H 3.21244 1.56982 0.63616 0.049
O 3.70054 -1.74029 1.28793 -0.034
H 3.99233 -1.75756 0.37983 0.040
H 3.55058 -2.66125 1.48408 0.039
O -2.36849 2.49588 1.44150 -0.079
H -1.76340 2.87679 2.08815 0.062
H -3.29361 2.11519 1.53249 0.116
O -0.63135 -0.09317 3.80982 -0.118
H 0.40538 -0.01834 3.69708 0.022
H -0.88382 0.82509 3.69500 0.000
O -0.69511 -4.93606 -0.64994 -0.079
H 0.07367 -4.86102 -0.04626 0.039
H -0.53525 -4.14554 -1.19793 0.017
O 0.17251 0.75911 1.11083 -0.078
H 0.53564 1.54561 1.60297 0.066
H -0.73511 0.62156 1.35046 0.011
O -0.76494 2.86957 -0.30515 -0.095
H -1.47623 2.24356 -0.14629 0.005
H -0.32910 2.52565 -1.08886 0.029
O -0.85324 1.57138 -3.94012 -0.043
H -1.06469 1.13572 -4.76240 0.040
H 0.07661 1.71756 -3.83679 0.028
O 0.44760 -0.76193 -4.59377 -0.077
H 0.64392 -0.34527 -3.73990 -0.012
H 0.37705 -1.68063 -4.33257 0.031
O 1.72754 0.84014 3.83608 -0.060
H 2.67930 0.73423 3.95547 0.076
H 1.30216 1.25766 4.62325 0.097
```



3.
Here is the molecule C4H7NO at a distorted geometry from the OMol25 dataset. Energies are from the ωB97M-V functional and the def2-TZVPD basis.

Computed properties:
Gap between HOMO and LUMO (spin up / spin down) (eV): 8.6 / 8.3
LUMO level (spin up / spin down) (eV): 0.0 / -0.3
Charge: 0
Energy above the lowest of the compared OMol25 structures with the same formula, charge and spin (kcal/mol): 121.1

The geometry in XYZ format:
```
13
Properties=species:S:1:pos:R:3:lowdin_charge:R:1
N 2.08831 -0.27740 -0.10430 0.198
C 1.01809 0.02941 0.44890 -0.666
C 0.34962 -0.92357 1.17757 0.096
C -1.00510 -0.34988 -0.69550 0.057
C -0.80812 1.02083 -0.44505 -0.296
O 0.42079 1.19338 0.14006 -0.030
H 2.33680 0.56934 -0.60146 0.071
H 0.74600 -1.93068 1.15378 0.088
H -0.13996 -0.62481 2.07768 0.073
H -2.00747 -0.55881 -1.03533 0.076
H -0.50192 -1.21426 -1.04543 0.063
H -1.57199 1.40920 0.22551 0.133
H -0.89582 1.63544 -1.33647 0.136
```



4.
Here is the molecule C3F6N2O3 at a distorted geometry from the OMol25 dataset. Energies are from the ωB97M-V functional and the def2-TZVPD basis.

Computed properties:
Gap between HOMO and LUMO (eV): 8.7
LUMO level (eV): -2.7
Charge: 0
Energy above the lowest of the compared OMol25 structures with the same formula, charge and spin (kcal/mol): 33.0
SMILES: O=N[C@](F)([N+](=O)[O-])C(F)(F)C(F)(F)F

The geometry in XYZ format:
```
14
Properties=species:S:1:pos:R:3:lowdin_charge:R:1
O -0.96538 -2.26188 1.78646 0.132
N -0.67393 -1.50695 0.85350 0.089
C -0.17144 -0.21623 0.94956 -0.117
F 0.31438 0.42721 2.35123 -0.044
N -1.40159 0.73935 0.64863 -0.319
O -1.67580 0.88880 -0.53352 0.123
O -1.85455 1.20841 1.58201 0.212
C 0.95148 0.12869 -0.09153 -0.401
F 1.37980 1.39321 0.04948 0.160
F 1.98979 -0.60295 0.18221 0.192
C 0.61159 -0.01880 -1.64240 -0.591
F -0.42857 -0.88325 -1.75067 0.133
F 0.31195 1.18394 -2.10422 0.181
F 1.61227 -0.47957 -2.28075 0.249
```



5.
Here is a structure of composition C19H44AlN3O4PS from the OMol25 dataset. Energies are from the ωB97M-V functional and the def2-TZVPD basis.

Computed properties:
Multiplicity: 3
Gap between HOMO and LUMO (spin up / spin down) (eV): 6.8 / 6.8
LUMO level (spin up / spin down) (eV): 2.3 / 2.3
Charge: -1
Energy above the lowest of the compared OMol25 structures with the same formula, charge and spin (kcal/mol): 0.0

The geometry in XYZ format:
```
73
Properties=species:S:1:pos:R:3:mulliken_spin:R:1
N 4.25740 -3.30922 0.95598 0.000
C 3.35610 -2.32649 0.27837 0.008
Al 1.78021 -3.06313 -0.69721 0.000
P -0.11910 -3.09175 0.85727 0.000
O -1.38009 -2.14750 0.36287 0.001
O -0.82672 -4.56989 0.70376 0.000
S 0.17054 -2.62630 2.75330 0.000
H 3.70297 -4.05237 1.36854 0.000
H 4.80992 -3.78196 0.24936 0.000
H 3.97013 -1.75608 -0.42349 -0.006
H 3.04072 -1.60114 1.03384 0.000
H 1.91053 -4.67580 -0.94268 0.000
H 1.28456 -2.27920 -2.02025 0.000
H -1.61269 -1.61175 1.13228 0.000
H -0.27168 -5.11171 0.12878 0.000
C 5.54547 1.48144 -4.91779 0.027
C 4.22964 1.26582 -4.14463 -0.018
C 3.27392 2.46797 -4.25292 0.029
C 3.70665 3.68040 -3.44042 -0.013
C 3.90734 3.30160 -1.97813 0.027
C 4.93031 2.17031 -1.80049 -0.011
N 4.48183 1.02900 -2.67950 0.425
O 3.65844 0.22915 -2.12158 0.530
C 6.33902 2.65986 -2.13333 0.028
C 4.92835 1.66501 -0.36146 -0.018
C 3.53314 0.02600 -4.69990 0.002
H 6.41829 1.42717 -4.27735 -0.011
H 5.65591 0.70196 -5.67152 -0.001
H 5.55889 2.44510 -5.43146 0.000
H 2.29133 2.13979 -3.90221 0.002
H 3.17203 2.72393 -5.31196 0.001
H 4.61819 4.12097 -3.85635 -0.001
H 2.93441 4.44996 -3.51217 0.001
H 4.23625 4.16299 -1.38905 -0.001
H 2.95620 2.96069 -1.55935 0.003
H 7.04934 1.83202 -2.11483 -0.012
H 6.63186 3.37340 -1.36092 0.001
H 6.41311 3.16540 -3.09300 0.001
H 3.93322 1.37096 -0.04160 0.006
H 5.30003 2.46165 0.28656 0.000
H 5.57752 0.79505 -0.25814 0.001
H 4.14694 -0.85972 -4.53316 -0.006
H 3.40315 0.16656 -5.77578 0.001
H 2.56878 -0.14650 -4.23095 0.005
C -3.58148 -1.48884 3.46142 0.035
C -4.69413 -1.45401 2.39523 -0.021
C -4.44217 -0.39464 1.30493 0.039
C -4.65159 1.03933 1.76688 -0.015
C -6.04957 1.21532 2.34473 0.034
C -6.32691 0.25191 3.50858 -0.021
N -6.03836 -1.14166 3.00796 0.440
O -7.04107 -1.73818 2.48799 0.507
C -5.49511 0.63788 4.73129 0.031
C -7.79848 0.30562 3.90425 -0.003
C -4.78051 -2.82629 1.73510 -0.004
H -3.95914 -1.32837 4.46455 -0.019
H -3.09737 -2.46478 3.45462 0.000
H -2.79698 -0.75486 3.26731 0.002
H -5.12174 -0.60275 0.47305 -0.003
H -3.42583 -0.53568 0.92853 0.008
H -3.88918 1.32590 2.49659 0.000
H -4.52547 1.70986 0.91378 0.001
H -6.20600 2.23912 2.69898 0.000
H -6.79081 1.02068 1.56343 0.002
H -5.60626 -0.10157 5.52539 -0.013
H -5.87513 1.59288 5.10011 0.001
H -4.43788 0.76274 4.51839 0.001
H -8.44600 0.12264 3.05164 0.003
H -8.01005 1.29458 4.31622 0.000
H -8.01756 -0.44536 4.66401 -0.003
H -5.06806 -3.58044 2.46851 -0.005
H -3.79485 -3.08458 1.34445 0.000
H -5.50467 -2.84011 0.92481 0.003
```



6.
Here is a structure of composition C14H28O2S at a distorted geometry from the OMol25 dataset. Energies are from the ωB97M-V functional and the def2-TZVPD basis.

Computed properties:
Gap between HOMO and LUMO (eV): 9.7
LUMO level (eV): 0.7
Charge: 0
Energy above the lowest of the compared OMol25 structures with the same formula, charge and spin (kcal/mol): 319.4

The geometry in XYZ format:
```
45
Properties=species:S:1:pos:R:3:lowdin_charge:R:1
C -0.15164 -3.77297 0.62158 -0.202
C 0.56365 -2.61671 1.28303 -0.571
H 0.07968 -1.57860 0.99811 0.098
H 0.43702 -2.79132 2.33785 0.072
S 2.19822 -2.56318 0.71878 1.018
C 1.97248 -1.51731 -0.56553 -0.767
O 0.86260 -1.23684 -0.88012 -0.024
C 3.33668 -1.10849 -1.36736 -0.092
C 3.38072 0.32291 -1.89453 -0.147
C 3.88061 1.28589 -0.75822 -0.125
C 2.83917 1.64285 0.46664 -0.147
C 1.39274 2.02310 -0.01991 -0.185
C 0.64352 1.92012 1.20996 -0.242
C -0.83996 2.34594 1.01303 -0.153
C -1.52556 0.90657 0.49837 -0.209
C -3.03054 1.05237 0.28683 -0.141
C -3.55201 -0.42370 -0.13767 -0.067
C -5.06204 -0.16445 -0.60689 -0.370
H -5.54296 0.45195 0.02169 0.069
O -5.66386 -1.30039 -0.86027 -0.079
H -5.14080 -1.81393 -1.71965 0.224
H -5.16196 0.63739 -1.41824 0.129
H -3.59278 -0.79689 0.74423 0.051
H -3.05093 -0.69746 -0.79170 -0.017
H -2.98884 1.90491 -0.95867 0.215
H -3.46329 1.58875 0.93680 0.007
H -1.48587 0.09373 1.50781 0.179
H -0.90835 0.58950 -0.19373 0.008
H -1.46855 2.65975 1.93798 0.137
H -0.92861 2.90826 0.20589 0.035
H 0.97285 3.08986 1.82821 0.197
H 0.71120 1.20945 1.85046 0.035
H 1.59598 2.91820 -0.43048 0.087
H 1.00665 1.07869 -0.60832 0.136
H 3.30333 2.07573 1.16988 0.028
H 2.86661 0.67659 0.98317 0.095
H 4.86684 1.08537 -0.55332 0.073
H 3.90792 2.32663 -0.97215 0.084
H 2.44858 0.60204 -2.21432 0.083
H 4.05652 0.45050 -2.50838 0.018
H 3.54692 -1.91748 -1.90938 0.048
H 4.01856 -1.24690 -0.28867 0.149
H 0.23138 -4.73901 0.78681 0.025
H -1.29283 -4.03084 0.85745 0.104
H -0.26902 -3.53059 -0.60704 0.135
```



What did the fourth record say?
Here is the molecule C3F6N2O3 at a distorted geometry from the OMol25 dataset. Energies are from the ωB97M-V functional and the def2-TZVPD basis.

Computed properties:
Gap between HOMO and LUMO (eV): 8.7
LUMO level (eV): -2.7
Charge: 0
Energy above the lowest of the compared OMol25 structures with the same formula, charge and spin (kcal/mol): 33.0
SMILES: O=N[C@](F)([N+](=O)[O-])C(F)(F)C(F)(F)F

The geometry in XYZ format:
```
14
Properties=species:S:1:pos:R:3:lowdin_charge:R:1
O -0.96538 -2.26188 1.78646 0.132
N -0.67393 -1.50695 0.85350 0.089
C -0.17144 -0.21623 0.94956 -0.117
F 0.31438 0.42721 2.35123 -0.044
N -1.40159 0.73935 0.64863 -0.319
O -1.67580 0.88880 -0.53352 0.123
O -1.85455 1.20841 1.58201 0.212
C 0.95148 0.12869 -0.09153 -0.401
F 1.37980 1.39321 0.04948 0.160
F 1.98979 -0.60295 0.18221 0.192
C 0.61159 -0.01880 -1.64240 -0.591
F -0.42857 -0.88325 -1.75067 0.133
F 0.31195 1.18394 -2.10422 0.181
F 1.61227 -0.47957 -2.28075 0.249
```